# 1
{
  "formula": "C28H27AsBF4MoN3OSSe",
  "method": "wB97M-V/def2-TZVPD",
  "e_homo_ev": [-16.63, -16.63],
  "charge": 3,
  "spin_multiplicity": 2,
  "gap_ev": [5.42, 5.47],
  "symbols": ["Mo", "Se", "As", "S", "F", "F", "F", "F", "O", "N", "N", "N", "C", "C", "C", "C", "C", "C", "C", "C", "C", "C", "C", "C", "C", "C", "C", "C", "C", "C", "C", "C", "C", "C", "C", "C", "C", "C", "C", "C", "B", "H", "H", "H", "H", "H", "H", "H", "H", "H", "H", "H", "H", "H", "H", "H", "H", "H", "H", "H", "H", "H", "H", "H", "H", "H", "H", "H"],
  "xyz": [[-0.6059, -0.1471, -0.9112], [-2.0240, 1.8359, -1.2464], [1.8613, 0.7248, -0.6767], [-2.2287, -2.0116, -0.6217], [-0.6134, -0.5957, -2.6750], [0.2079, 1.9278, -3.4421], [0.4345, 1.0003, -5.5155], [-1.6363, 1.6163, -4.7415], [-0.7750, -0.3353, 0.9260], [-4.3278, 1.5281, 0.4827], [-1.2959, -1.2786, 1.7212], [-4.7267, 0.9339, -1.5566], [-1.5681, -2.1959, 3.8335], [5.4235, 0.4155, -2.8184], [5.8505, 1.7834, -0.8793], [1.6115, -1.9218, -1.8631], [0.9137, 2.6861, 2.8680], [6.3066, 1.1277, -2.0127], [1.8540, 1.2920, 1.1490], [-1.0414, -1.2133, 3.0530], [1.5930, -2.0092, 0.5594], [-4.5482, 0.6103, -2.9869], [1.6825, -1.2475, -0.6260], [-3.6487, 1.9792, 1.7053], [-5.9251, 0.8788, -0.8784], [0.9251, 2.2497, 1.5487], [4.0849, 0.3278, -2.4775], [1.4353, -3.3780, 0.5030], [2.7540, 1.2102, 3.3773], [-2.3281, -3.2179, 3.2350], [3.6598, 0.9482, -1.3063], [1.4601, -3.3005, -1.9103], [-2.5625, -3.2277, 1.8772], [4.5102, 1.7117, -0.5177], [1.3546, -4.0244, -0.7326], [-5.6765, 1.2503, 0.3976], [1.8209, 2.1603, 3.7811], [-2.0289, -2.2124, 1.0786], [2.7821, 0.7806, 2.0586], [-3.7657, 1.3211, -0.7131], [-0.3309, 1.5220, -4.5936], [-2.5894, 1.7484, 1.6317], [-6.3409, 1.3599, 1.2380], [-6.8466, 0.6019, -1.3620], [5.7771, -0.0704, -3.7177], [-3.6286, 0.0486, -3.1196], [6.5330, 2.3612, -0.2706], [-5.3942, 0.0100, -3.3053], [0.2147, 3.4519, 3.1787], [1.8119, 2.5008, 4.8086], [-0.4251, -0.3878, 3.3839], [-3.7755, 3.0528, 1.8265], [3.4748, 0.8198, 4.0845], [0.2378, 2.6882, 0.8345], [7.3537, 1.1804, -2.2792], [1.7174, -1.5213, 1.5184], [3.5277, 0.0601, 1.7446], [1.2250, -5.0990, -0.7717], [1.3998, -3.9554, 1.4190], [1.7111, -1.3779, -2.7913], [4.1600, 2.2474, 0.3513], [-1.3870, -2.1790, 4.8988], [-4.5066, 1.5262, -3.5718], [-2.7265, -4.0147, 3.8501], [-3.1467, -4.0050, 1.4044], [1.4338, -3.8060, -2.8667], [3.4093, -0.2106, -3.1244], [-4.0881, 1.4644, 2.5549]]
}



# 2
{
  "formula": "C28H27AsN3O2STc",
  "method": "wB97M-V/def2-TZVPD",
  "e_homo_ev": [-10.96, -10.97],
  "charge": 1,
  "spin_multiplicity": 4,
  "gap_ev": [7.72, 6.03],
  "symbols": ["Tc", "As", "S", "O", "O", "N", "N", "N", "C", "C", "C", "C", "C", "C", "C", "C", "C", "C", "C", "C", "C", "C", "C", "C", "C", "C", "C", "C", "C", "C", "C", "C", "C", "C", "C", "C", "H", "H", "H", "H", "H", "H", "H", "H", "H", "H", "H", "H", "H", "H", "H", "H", "H", "H", "H", "H", "H", "H", "H", "H", "H", "H", "H"],
  "xyz": [[-1.4537, -1.4208, -0.7219], [3.5253, 0.3468, 1.0611], [2.1700, -0.3982, 2.4716], [-2.7717, -1.1031, -2.1084], [-0.0452, -2.0404, -1.9009], [-0.4337, -2.1924, 0.8665], [-2.9683, -1.4582, 0.6589], [1.2153, 7.7389, 2.0326], [2.8092, 0.5779, -0.7113], [-4.0458, -0.7401, -2.0300], [0.8959, 6.6823, 1.7155], [0.4960, 5.3592, 1.3183], [-4.6980, -0.3607, -3.2067], [-6.0266, 0.0002, -3.1757], [-0.9358, 0.3665, -0.2158], [-0.1943, 5.1763, 0.1211], [0.4285, 2.9969, 1.7490], [-2.5734, -1.9224, 2.0059], [-6.7579, -0.0092, -1.9814], [3.5512, -3.9722, -1.2179], [-1.0590, -1.8437, 2.1482], [4.2162, 2.0741, 1.5496], [2.7368, -3.6806, -0.1516], [5.0747, -0.7716, 0.8319], [1.9415, -2.9616, -2.7155], [0.7291, -2.7534, 0.8445], [-0.6425, 1.4919, 0.1474], [-6.1336, -0.3880, -0.8223], [-4.2046, -1.1557, 0.4326], [1.1018, -2.6618, -1.6382], [0.8038, 4.2710, 2.1325], [1.5061, -3.0220, -0.3329], [-0.5772, 3.9052, -0.2606], [3.1422, -3.6045, -2.5038], [-4.7707, -0.7534, -0.8151], [-0.2646, 2.8094, 0.5490], [-0.7162, -2.5168, 2.9351], [4.6907, 1.9974, 2.5255], [2.3700, -0.3621, -1.0376], [-1.1150, 3.7510, -1.1860], [1.6184, -2.6775, -3.7074], [4.4917, -4.4834, -1.0679], [-7.8006, 0.2733, -1.9765], [5.7965, -0.2727, 0.1861], [-0.4263, 6.0299, -0.5003], [3.0354, -3.9467, 0.8558], [3.7762, -3.8301, -3.3516], [-3.0497, -1.3016, 2.7654], [0.6785, 2.1389, 2.3600], [-4.8942, -1.2137, 1.2755], [5.5122, -0.9580, 1.8104], [4.9373, 2.4119, 0.8064], [3.3850, 2.7746, 1.6049], [-2.9229, -2.9485, 2.1344], [1.3357, 4.4294, 3.0610], [-4.1319, -0.3630, -4.1276], [2.0385, 1.3455, -0.6885], [1.1584, -3.0675, 1.7923], [4.7664, -1.7138, 0.3835], [-0.7322, -0.8320, 2.3977], [3.6087, 0.8715, -1.3912], [-6.6831, -0.4110, 0.1113], [-6.5143, 0.2925, -4.0966]]
}



# 3
{
  "formula": "C28H27AuN5S2",
  "method": "wB97M-V/def2-TZVPD",
  "e_homo_ev": -10.82,
  "charge": 1,
  "gap_ev": 6.87,
  "symbols": ["Au", "S", "S", "N", "N", "N", "N", "N", "C", "C", "C", "C", "C", "C", "C", "C", "C", "C", "C", "C", "C", "C", "C", "C", "C", "C", "C", "C", "C", "C", "C", "C", "C", "C", "C", "C", "H", "H", "H", "H", "H", "H", "H", "H", "H", "H", "H", "H", "H", "H", "H", "H", "H", "H", "H", "H", "H", "H", "H", "H", "H", "H", "H"],
  "xyz": [[-0.7882, -0.0370, -0.1687], [-2.0988, -0.1126, -2.0224], [-0.5027, 2.2384, -0.3847], [1.4771, 0.4343, 6.8097], [-0.7437, 0.6279, 6.9169], [-0.5809, -2.1883, -0.3329], [1.4970, -0.0723, -1.1842], [-0.1814, 0.1858, 1.9189], [4.0219, 2.1973, 0.3565], [-1.2364, 0.3380, 2.7408], [-0.8782, 0.8288, 9.4186], [0.2870, 0.4829, 6.1299], [1.1729, 0.5615, 8.1474], [1.2992, 0.7285, 10.4915], [1.0396, 0.1689, 2.4604], [-3.4015, -3.7499, -3.0925], [-0.2240, 0.6813, 8.1924], [-3.2098, -2.3864, -2.9942], [0.1643, 0.3839, 4.6790], [3.4462, 1.1120, -0.2871], [1.2597, 2.1339, -0.1095], [1.5097, 0.0375, -2.6430], [0.7792, -2.4450, -0.9647], [1.2535, 0.2623, 3.8200], [2.0782, 1.0629, -0.5248], [-1.1069, 0.4301, 4.1061], [1.8602, -1.3950, -0.6881], [-2.6856, -4.6169, -2.2763], [1.8521, 3.2140, 0.5426], [-0.6507, -2.8172, 1.0076], [-0.1019, 0.8500, 10.5544], [3.2197, 3.2515, 0.7651], [-2.3076, -1.8618, -2.0661], [-1.6075, -2.7323, -1.2443], [1.9640, 0.5819, 9.2935], [-1.7835, -4.1071, -1.3607], [0.7604, -0.6204, -3.0838], [3.6557, 4.1044, 1.2677], [-4.1099, -4.1407, -3.8102], [-3.7613, -1.7096, -3.6344], [2.3976, 0.3330, 6.4222], [0.1493, -2.4177, 1.6283], [1.2449, 1.0562, -2.9202], [2.4965, -0.2008, -3.0575], [-2.2085, 0.3916, 2.2700], [1.8766, 0.1302, 1.7785], [3.0409, 0.4895, 9.2520], [-1.9545, 0.9219, 9.4596], [-1.2145, -4.7917, -0.7466], [2.7898, -1.7727, -1.1373], [-1.6117, -2.5863, 1.4618], [5.0889, 2.2213, 0.5315], [4.0662, 0.2874, -0.6191], [-0.5314, -3.8971, 0.9422], [-0.5719, 0.9631, 11.5218], [1.8679, 0.7517, 11.4113], [-2.8252, -5.6857, -2.3575], [1.2274, 4.0288, 0.8852], [2.2733, 0.2543, 4.1786], [1.1299, -3.4135, -0.6004], [0.6116, -2.5437, -2.0346], [-1.9764, 0.5475, 4.7361], [2.0344, -1.3352, 0.3855]]
}



# 4
{
  "formula": "C28H27F33NO8S3",
  "method": "wB97M-V/def2-TZVPD",
  "e_homo_ev": -6.51,
  "charge": -1,
  "gap_ev": 8.58,
  "symbols": ["S", "S", "S", "F", "F", "F", "F", "F", "F", "F", "F", "F", "F", "F", "F", "F", "F", "F", "F", "F", "F", "F", "F", "F", "F", "F", "F", "F", "F", "F", "F", "F", "F", "F", "F", "F", "O", "O", "O", "O", "O", "O", "O", "O", "N", "C", "C", "C", "C", "C", "C", "C", "C", "C", "C", "C", "C", "C", "C", "C", "C", "C", "C", "C", "C", "C", "C", "C", "C", "C", "C", "C", "C", "H", "H", "H", "H", "H", "H", "H", "H", "H", "H", "H", "H", "H", "H", "H", "H", "H", "H", "H", "H", "H", "H", "H", "H", "H", "H", "H"],
  "xyz": [[-0.6271, -1.9572, 1.1646], [-5.3413, 0.0337, -1.9352], [-1.1019, -4.5460, 1.0795], [6.1416, 4.8453, -4.1584], [2.9190, 1.0472, 5.2771], [8.4345, 3.3384, -3.9627], [5.0540, -2.1922, 7.8428], [-1.6451, 3.5790, 1.4831], [2.6164, -0.1586, 2.8501], [-4.3289, -0.7593, -1.0961], [4.7350, 0.3957, -3.4162], [0.9089, 1.2532, 4.5026], [-2.9110, 3.1323, -0.8378], [-6.4296, 0.8666, -2.7282], [-3.6748, -2.2031, -4.8754], [2.8146, -1.6990, 4.3853], [-4.2823, 1.0639, -2.4041], [4.6768, -0.8088, 6.2074], [5.1461, -0.5049, -0.9004], [-6.1620, 4.5911, 2.0569], [7.2294, 1.5222, -3.8506], [6.3512, 3.7782, -2.2835], [-3.4935, 4.2115, 2.4510], [-7.5601, 5.8001, 0.9292], [2.4867, -2.4164, 7.0547], [6.3616, 1.2701, -1.2442], [-4.2790, 6.7506, 1.7325], [2.7328, -1.5571, 9.0408], [-6.5094, -0.8759, -1.4048], [-6.1133, -1.9249, -3.5013], [-3.0061, 5.2121, -0.1649], [3.0165, 0.6143, -2.0886], [-6.1224, 7.1949, 2.8134], [-2.6968, -1.1503, -3.3080], [-5.2088, -0.3195, -4.5176], [-5.5933, 0.9627, -0.6989], [0.2031, -4.8890, 0.6032], [-5.7275, 5.1493, -0.0738], [-1.6739, -5.6008, 1.8502], [4.8860, 3.0831, -3.8350], [1.3880, -1.3709, -0.5305], [1.2275, -0.1588, 6.1409], [-0.2343, -0.9538, 2.1133], [-1.6097, -1.4357, 0.2601], [-1.1402, -3.2220, 1.9536], [-6.2425, 5.5566, 1.1265], [2.0043, -0.7118, 3.9241], [-1.7045, -3.6703, -1.5187], [7.2304, 2.7968, -4.2726], [-5.6119, 6.8687, 1.6032], [3.2826, -3.0911, -3.6849], [2.4025, -2.1007, -3.8640], [2.9515, -2.9065, -1.4089], [-3.4808, 3.9645, 0.0772], [2.8784, -1.3053, 7.7019], [-2.2068, -4.4273, -0.3193], [-4.9913, 3.9388, -0.2141], [1.9117, -0.1507, 7.3762], [4.2565, 1.1033, -2.3648], [-3.8436, -3.1697, -2.7997], [-5.1076, -1.0938, -3.4529], [4.3772, -1.0706, 7.4893], [-3.7726, -1.8799, -3.5591], [4.0614, 2.5626, -2.7914], [5.0901, 0.8295, -1.1106], [1.7883, -1.5340, -2.8255], [0.8795, -2.4106, 0.2894], [2.0451, -1.9393, -1.5844], [1.7866, 0.3579, 4.9921], [-2.9953, 3.4675, 1.4427], [-2.5240, -3.9685, -2.7822], [3.5724, -3.4919, -2.4429], [6.1218, 3.6097, -3.5972], [-4.1737, -2.9932, -1.7894], [1.0899, -0.7530, -3.0321], [0.6682, -3.2755, -0.3131], [3.1640, -3.2478, -0.4178], [3.0678, 2.5898, -3.2197], [4.2680, -4.2764, -2.2380], [-5.8262, 7.6702, 0.8934], [1.6260, -2.6429, 1.0273], [-5.4841, 3.1074, 0.2871], [4.7300, -0.2445, 8.1138], [-0.6908, -3.9745, -1.7478], [1.1121, -0.2518, 8.1082], [-2.3480, -5.4552, -0.6112], [-5.0641, 3.7207, -1.2778], [4.0277, 3.2337, -1.9367], [-3.2659, 2.4194, 1.5974], [3.7754, -3.5885, -4.4927], [7.0989, 2.8079, -5.3564], [1.0559, -1.1520, 3.6076], [-4.5527, -3.7782, -3.3319], [2.3685, 0.8195, 7.5736], [-1.6866, -2.6052, -1.3616], [4.6360, 1.3013, -0.2350], [2.2077, -1.7724, -4.8616], [-1.9071, -3.7030, -3.6202], [-3.1710, -4.0611, -0.0044], [-2.7428, -5.0201, -2.7661]]
}



Going through the records in order, we get ΔE to the lowest compared entry with this formula, charge and spin values of 102.59, 3.38, 0.00, 107.09 kJ/mol.